(1)
{
  "formula": "C4H4O3",
  "method": "ωB97M-V/def2-TZVPD",
  "gap_ev": 9.4,
  "multiplicity": 1,
  "lumo_ha": 0.0154,
  "homo_energy_ev": -9.0,
  "elements": ["C", "C", "C", "O", "H", "H", "H", "H", "O", "C", "O"],
  "xyz": [[1.19739, 0.52949, -1.12945], [0.83628, -0.45182, -0.06661], [0.75179, -1.19788, 0.87991], [0.46676, -2.09862, 1.75877], [0.33899, 0.66475, -1.78131], [1.87711, 0.00688, -1.84677], [1.43332, 1.49943, -0.70029], [0.04300, -2.84872, 1.34914], [-2.50920, 1.51558, 1.62816], [-2.28452, 1.30781, 0.52063], [-2.15093, 1.07311, -0.61219]],
  "mulliken_charge": [-1.08, -0.21, 0.66, -0.53, 0.29, 0.28, 0.28, 0.33, -0.35, 0.73, -0.38]
}


(2)
{
  "formula": "C33H70Be2BrClCsI2MgN2NaO14P2SSi3",
  "method": "ωB97M-V/def2-TZVPD",
  "gap_ev": 0.9,
  "multiplicity": 1,
  "lumo_ha": -0.3191,
  "total_charge": 2,
  "homo_energy_ev": -9.6,
  "elements": ["C", "C", "O", "C", "C", "P", "O", "C", "C", "O", "C", "C", "O", "Si", "C", "C", "C", "O", "C", "C", "C", "C", "O", "C", "C", "O", "C", "I", "C", "C", "I", "C", "C", "C", "C", "C", "P", "O", "Cl", "O", "H", "H", "H", "H", "H", "H", "H", "H", "H", "H", "H", "H", "H", "H", "H", "H", "H", "H", "H", "H", "H", "H", "H", "H", "H", "H", "H", "H", "H", "H", "H", "H", "H", "H", "H", "H", "H", "H", "H", "H", "H", "H", "H", "H", "H", "H", "H", "H", "Be", "C", "C", "N", "H", "H", "H", "O", "S", "O", "O", "O", "Na", "C", "Si", "C", "C", "N", "Si", "C", "C", "C", "H", "H", "H", "H", "H", "H", "H", "H", "H", "H", "H", "H", "H", "H", "H", "H", "H", "H", "Mg", "O", "H", "Cs", "Br", "Be"],
  "xyz": [[-3.22745, 3.51925, -1.00019], [-1.90162, 3.19285, -1.70341], [-0.75111, 3.60443, -0.94230], [0.34158, 3.61951, -1.88722], [1.72047, 3.36133, -1.25227], [2.16565, 1.55068, -0.96780], [0.52682, 1.06324, -1.29353], [4.04083, 1.79428, -0.55811], [4.46335, 3.22225, -0.18089], [5.85096, 3.18871, 0.30760], [6.20697, 4.35690, 0.87500], [6.65868, 5.45872, -0.09171], [6.18344, 4.53338, 2.06174], [2.81274, 1.10951, -3.12233], [3.86647, -0.49641, -3.26103], [1.37295, 0.87152, -4.34836], [3.92509, 2.50312, -3.83817], [1.94573, 1.71444, 0.78249], [1.61560, 0.55902, 1.49003], [0.09885, 0.86732, 1.80831], [0.00907, 2.09118, 2.78404], [-0.74329, 3.29711, 2.14740], [-1.59264, 3.95058, 3.20100], [-2.63646, 4.37343, 2.50156], [-2.43797, 5.59203, 1.60924], [-3.75723, 3.78516, 2.50342], [2.18660, 0.27007, 2.91230], [1.33551, -1.33042, 4.11976], [3.16671, 0.94287, 3.52563], [3.85450, 2.12319, 2.87195], [3.90919, 0.48449, 5.50471], [1.89813, -0.71761, 0.46989], [0.60592, -1.56205, 0.39763], [0.68004, -2.92546, -0.34695], [-0.76250, -3.20249, -0.89271], [1.62435, -2.98828, -1.57165], [3.49774, -1.52934, 1.16486], [4.54468, -1.65451, -0.13051], [3.14054, -3.51629, 1.74757], [2.42414, -0.20634, -0.73303], [-3.37576, 4.59872, -0.86547], [-4.03022, 3.16850, -1.67107], [-3.27114, 2.96867, -0.04619], [-1.77468, 2.11403, -1.90574], [-1.93108, 3.70338, -2.68803], [0.13940, 3.00742, -2.77644], [0.36626, 4.66845, -2.26720], [2.44260, 3.90199, -1.88914], [1.71908, 3.87830, -0.26998], [0.49053, 0.19032, -1.69982], [4.74250, 1.44537, -1.33396], [4.24463, 1.16902, 0.32714], [4.49227, 3.83093, -1.10686], [3.78262, 3.74475, 0.50616], [7.66912, 5.21718, -0.45333], [5.94028, 5.45716, -0.92382], [6.66727, 6.41536, 0.44380], [4.72781, -0.48784, -2.57879], [3.25809, -1.40884, -3.22011], [4.29909, -0.46831, -4.29649], [1.34721, -0.19193, -4.66149], [0.36759, 1.10288, -3.96741], [1.53260, 1.48466, -5.25463], [4.70746, 2.85148, -3.15024], [4.33463, 2.11609, -4.77790], [3.26470, 3.34265, -4.13530], [-0.46574, 1.13205, 0.90258], [-0.44404, 0.03741, 2.28715], [0.99273, 2.48914, 3.05947], [-0.60774, 1.78340, 3.64703], [-1.41544, 2.97726, 1.34003], [0.00758, 4.03472, 1.84217], [-3.33579, 5.81411, 1.01533], [-1.63248, 5.40126, 0.87549], [-2.15607, 6.47385, 2.20357], [3.16954, 2.82970, 2.38974], [4.66503, 1.77367, 2.21670], [4.34885, 2.70106, 3.67995], [-0.21666, -0.99156, -0.07134], [0.24097, -1.77967, 1.41839], [0.88663, -3.78796, 0.30572], [-1.44932, -3.29741, -0.02526], [-1.12888, -2.38388, -1.53302], [-0.82177, -4.17292, -1.43387], [1.17975, -2.44254, -2.42539], [1.70009, -4.04084, -1.90247], [2.63097, -2.61106, -1.34837], [5.25612, -2.27694, 0.09026], [6.44613, 4.09482, 4.14488], [6.48324, -1.31438, -7.07601], [5.51724, -0.32374, -6.57679], [4.76583, 0.42821, -6.14168], [6.33442, -2.26534, -6.56184], [6.34514, -1.46284, -8.14898], [7.51677, -0.95638, -6.89177], [-0.96273, 5.52638, 6.01791], [-1.34297, 6.76429, 5.31731], [-0.63841, 7.88639, 5.94752], [-2.78935, 6.98112, 5.43537], [-0.98126, 6.63002, 3.90734], [0.31765, 0.12855, 6.46376], [-3.32044, -6.43650, -0.06478], [-4.69491, -5.61344, 0.95359], [-5.04178, -3.94663, 0.14285], [-3.98740, -5.31699, 2.66719], [-6.07390, -6.65421, 0.96407], [-7.53158, -6.22847, 1.80085], [-8.32158, -4.65822, 1.12328], [-7.27501, -6.02625, 3.65259], [-8.78037, -7.61414, 1.57347], [-2.43843, -5.79440, -0.08637], [-3.03604, -7.39397, 0.37154], [-3.64862, -6.60090, -1.08750], [-4.10016, -3.41725, -0.03714], [-5.65733, -3.31335, 0.78076], [-5.54712, -4.07291, -0.81869], [-3.86109, -6.25674, 3.20751], [-4.62496, -4.65848, 3.25600], [-3.00656, -4.83847, 2.58884], [-7.76337, -3.76562, 1.40790], [-9.33244, -4.55569, 1.52543], [-8.39271, -4.69214, 0.03524], [-6.72960, -6.87493, 4.06791], [-8.24432, -5.96815, 4.15339], [-6.73267, -5.10998, 3.89172], [-8.39978, -8.55219, 1.98370], [-9.00774, -7.76321, 0.51575], [-9.71057, -7.36938, 2.09077], [5.12455, 1.06710, -8.43848], [-7.24043, -3.20556, -2.36091], [-7.36262, -4.14102, -2.17191], [-4.41818, -8.43734, -0.81064], [-3.81129, 2.58932, 4.02565], [9.53657, -0.85163, -7.27610]],
  "mulliken_charge": [-1.20, -0.26, 0.04, -1.21, -0.78, 0.74, -0.73, -0.33, -1.14, -0.36, 0.65, -0.89, -0.50, 0.94, -0.28, -1.44, -1.08, -0.36, 0.93, -1.36, -0.02, -0.55, -0.16, 1.20, -0.75, -0.49, -0.95, 0.11, -0.29, -0.26, 0.00, 1.57, -0.79, 0.58, -1.41, -1.34, 0.16, -0.42, -0.31, -0.36, 0.23, 0.46, 0.18, 0.15, 0.51, 0.19, 0.50, 0.57, 0.33, 0.08, 0.53, -0.09, 0.46, 0.25, 0.30, 0.31, 0.34, 0.29, 0.21, -0.44, 0.37, 0.31, 0.36, 0.21, 0.33, 0.31, 0.47, 0.76, 0.15, 0.17, 0.13, 0.24, 0.43, 0.08, 0.35, -0.05, 0.45, 0.12, 0.10, 0.13, 0.46, 0.22, 0.25, 0.46, 0.22, 0.51, 0.23, 0.37, 0.44, -0.66, 0.37, -0.27, 0.36, 0.44, -0.12, -0.47, 1.27, -0.44, -0.50, -0.52, 0.73, -1.43, 0.67, -0.51, -0.98, -0.11, -0.01, -0.89, -1.02, -1.02, 0.15, 0.35, 0.34, 0.22, 0.31, -0.01, 0.29, 0.31, 0.33, 0.31, 0.37, 0.21, 0.30, 0.36, 0.32, 0.28, 0.28, 0.30, 0.33, -0.51, 0.27, 1.02, 0.11, 0.02]
}


(3)
{
  "formula": "C21H24NOs",
  "method": "ωB97M-V/def2-TZVPD",
  "gap_ev": [6.6, 6.4],
  "multiplicity": 5,
  "s2": 6.02,
  "lumo_ha": [-0.0783, -0.2123],
  "total_charge": 1,
  "homo_energy_ev": [-8.7, -12.1],
  "elements": ["C", "C", "C", "C", "H", "H", "H", "H", "H", "H", "H", "H", "H", "C", "C", "C", "H", "C", "C", "H", "H", "H", "H", "C", "C", "C", "H", "C", "C", "H", "H", "H", "H", "Os", "N", "C", "C", "C", "C", "C", "C", "C", "H", "H", "H", "H", "H"],
  "xyz": [[3.16077, 2.04916, -0.24759], [3.26019, 2.44485, -1.70669], [3.23439, 3.25963, 0.66329], [4.35582, 1.14855, 0.01153], [4.21559, 3.75716, 0.56920], [3.10949, 2.97637, 1.71635], [2.46549, 4.00417, 0.42744], [4.28068, 2.78202, -1.95739], [2.58040, 3.25883, -1.97866], [3.04193, 1.58066, -2.35083], [5.29157, 1.64933, -0.28927], [4.28255, 0.22672, -0.58184], [4.46638, 0.87762, 1.06669], [-1.14903, 1.19146, -0.07897], [-0.67601, 2.42122, 0.46628], [0.22855, 2.97632, -0.47844], [-0.94988, 2.85860, 1.41985], [0.31282, 2.08170, -1.59084], [-0.50932, 0.96014, -1.32382], [-0.63486, 0.09116, -1.95976], [-1.92264, 0.56011, 0.34051], [0.73638, 3.92882, -0.36961], [0.90363, 2.21153, -2.48742], [0.98717, -1.09531, 0.80299], [0.01511, -0.41727, 1.58028], [0.66114, 0.56947, 2.37932], [-1.03794, -0.66957, 1.60318], [2.05431, 0.47169, 2.12376], [2.25217, -0.57368, 1.16239], [3.19539, -0.91433, 0.75784], [0.79935, -1.87061, 0.06805], [0.18725, 1.27378, 3.05551], [2.82086, 1.08052, 2.59010], [0.97845, 1.02448, 0.28253], [-1.20326, -2.11372, -1.30036], [-2.23126, -2.56507, -0.97067], [-3.46837, -3.20145, -0.63640], [-3.48097, -4.57870, -0.37417], [-4.69024, -5.23326, -0.12664], [-5.88892, -4.50792, -0.11730], [-5.87367, -3.12229, -0.32565], [-4.66464, -2.46338, -0.57403], [-2.53618, -5.12578, -0.36504], [-4.69019, -6.30950, 0.05806], [-6.83444, -5.02223, 0.06025], [-6.80173, -2.54942, -0.29566], [-4.63429, -1.38257, -0.71832]],
  "lowdin_spin": [0.63, 0.08, 0.10, 0.07, 0.03, 0.01, 0.00, 0.03, 0.00, 0.01, 0.02, 0.01, 0.00, 0.16, 0.05, 0.13, 0.00, 0.15, 0.03, 0.00, 0.01, 0.01, 0.01, 0.03, 0.16, 0.05, 0.01, 0.13, 0.15, 0.01, 0.00, 0.00, 0.01, 1.90, 0.00, 0.00, 0.00, 0.00, 0.00, 0.00, 0.00, 0.00, 0.00, 0.00, 0.00, 0.00, 0.00]
}


(4)
{
  "formula": "C6H9O4Y",
  "method": "ωB97M-V/def2-TZVPD",
  "gap_ev": [5.2, 4.8],
  "multiplicity": 2,
  "s2": 0.75,
  "lumo_ha": [-0.1986, -0.2134],
  "total_charge": 1,
  "homo_energy_ev": [-10.6, -10.6],
  "elements": ["O", "C", "O", "O", "C", "Y", "H", "H", "C", "C", "H", "H", "H", "C", "C", "O", "H", "H", "H", "H"],
  "xyz": [[3.81889, -0.24366, -0.34741], [2.69465, -0.01010, 0.17664], [2.36294, -0.55473, 1.26486], [1.90746, 0.86062, -0.43217], [0.48948, 0.91110, -0.19329], [4.69906, -1.68432, 1.39260], [0.43113, 0.14934, 0.60297], [0.32786, 1.61807, -1.02638], [-0.94783, 1.94375, 0.78601], [-1.88740, 0.98101, 0.28882], [-0.94692, 2.90387, 0.25562], [-0.65251, 1.81243, 1.83387], [-2.50750, 0.52810, 1.07218], [-1.39260, 0.09353, -0.69740], [-1.63359, -1.38903, -0.56783], [-0.62151, -2.09941, -1.26230], [-1.29005, 0.48156, -1.71671], [-2.63108, -1.62437, -0.97588], [-1.61704, -1.66900, 0.49982], [-0.60345, -3.00877, -0.95401]],
  "lowdin_spin": [0.05, 0.02, 0.05, 0.00, 0.00, 0.89, 0.00, 0.00, 0.00, 0.00, 0.00, 0.00, 0.00, 0.00, 0.00, 0.00, 0.00, 0.00, 0.00, 0.00]
}